Density functional theory data (ωB97M-V with the def2-TZVPD basis set) for a cluster of 12 separate species, C60H54N12O18 in total in a non-equilibrium geometry.

The geometry in XYZ format:
```
144
Properties=species:S:1:pos:R:3:forces:R:3
O 2.6410 -1.7821 -5.0697 0.108 0.005 -0.008
N 2.8169 -0.5901 -4.8997 0.000 -0.089 -0.054
O 3.8968 -0.0364 -4.9122 -0.048 -0.082 0.010
C 1.6268 0.2389 -4.6641 -0.173 0.183 0.342
C 0.3737 -0.3370 -4.7439 0.164 -0.647 0.022
C -0.7525 0.4096 -4.4617 0.056 0.107 -0.293
C -0.6108 1.7560 -4.1539 -0.221 0.092 0.275
C 0.6537 2.3159 -4.0368 0.265 -0.085 0.118
C 1.7881 1.5510 -4.2638 0.105 0.233 -0.082
H 0.2922 -1.3924 -4.9659 -0.013 0.061 -0.120
H -1.7124 -0.0845 -4.5290 -0.119 0.205 0.020
H -1.4889 2.3599 -3.9553 -0.023 -0.043 -0.073
H 0.8074 3.3413 -3.7250 -0.194 0.042 -0.063
H 2.7671 1.9810 -4.1098 0.027 -0.090 -0.113
O 2.8772 -2.5632 -1.7052 0.125 -0.064 -0.019
N 3.8190 -3.2806 -1.4164 -0.252 0.062 -0.022
O 4.9781 -2.9188 -1.4007 -0.036 0.025 -0.072
C 3.5239 -4.6711 -1.0363 0.491 -0.201 0.106
C 2.2361 -5.1518 -1.1267 -0.390 0.332 -0.341
C 1.9762 -6.4494 -0.7386 0.185 -0.269 0.130
C 3.0104 -7.2451 -0.2589 -0.232 -0.013 0.103
C 4.2951 -6.7358 -0.1450 0.213 -0.211 -0.236
C 4.5711 -5.4497 -0.5656 -0.226 0.435 0.180
H 1.4541 -4.5292 -1.5382 0.016 0.090 0.121
H 0.9716 -6.8447 -0.7966 -0.017 0.010 -0.090
H 2.7913 -8.2628 0.0388 0.095 0.015 0.044
H 5.1013 -7.3470 0.2387 -0.068 -0.024 0.040
H 5.5458 -4.9964 -0.4698 0.066 -0.150 -0.043
O -0.9177 -1.9996 -2.4118 0.312 -0.333 0.088
N -1.3895 -1.3450 -1.5062 -0.743 0.125 -1.097
O -2.6059 -1.2369 -1.3622 0.142 0.090 0.664
C -0.4886 -0.5910 -0.6689 0.360 0.110 0.587
C -0.8930 -0.1540 0.5825 -0.246 -0.398 0.398
C -0.0067 0.5410 1.3902 -0.460 0.498 -0.435
C 1.2306 0.9090 0.8756 0.532 -0.575 0.284
C 1.6677 0.3661 -0.3271 -0.283 0.361 -0.330
C 0.8011 -0.3685 -1.1158 0.141 -0.008 -0.327
H -1.8702 -0.3993 0.9794 -0.029 0.006 -0.190
H -0.3682 0.8628 2.3586 0.249 0.094 0.064
H 1.9127 1.5320 1.4363 -0.141 0.061 0.112
H 2.6499 0.5717 -0.7289 0.062 0.098 0.185
H 1.1237 -0.7082 -2.0897 -0.099 -0.173 0.093
O 0.1269 1.7909 5.8880 0.148 0.209 -0.083
N -0.9996 1.3731 5.7129 -0.017 -0.532 -0.325
O -1.4872 1.1190 4.6258 0.124 0.251 0.147
C -1.8078 1.0856 6.8950 -0.496 0.381 0.501
C -1.2407 1.1941 8.1512 0.391 -0.317 -0.124
C -2.0158 0.9184 9.2600 0.025 -0.005 0.405
C -3.3576 0.5849 9.1356 0.228 0.150 -0.283
C -3.9210 0.5530 7.8642 -0.399 0.024 0.590
C -3.1578 0.8064 6.7508 0.157 0.109 -0.777
H -0.1910 1.4194 8.2736 -0.029 0.100 -0.148
H -1.5391 0.9789 10.2308 -0.147 -0.054 0.036
H -3.9526 0.3814 10.0143 -0.043 -0.011 0.004
H -4.9824 0.3773 7.7480 0.035 -0.124 -0.023
H -3.6120 0.8166 5.7692 0.124 -0.158 -0.038
O 2.8637 3.3099 -0.6069 -0.111 0.023 -0.165
N 3.1286 4.1886 -1.4062 0.172 -0.085 -0.052
O 3.2867 4.0146 -2.6017 -0.193 -0.017 0.168
C 3.3289 5.5415 -0.8839 0.065 0.505 -0.056
C 3.2024 5.7724 0.4686 -0.429 -0.198 0.626
C 3.4792 7.0322 0.9700 0.378 0.019 -0.391
C 3.8732 8.0425 0.1044 -0.124 0.449 0.258
C 3.9040 7.8385 -1.2691 0.075 -0.419 0.193
C 3.6462 6.5697 -1.7584 -0.388 0.012 -0.469
H 2.8146 5.0185 1.1407 0.271 -0.266 -0.142
H 3.4430 7.2191 2.0333 -0.152 -0.020 0.040
H 4.0976 9.0110 0.5372 0.046 0.032 -0.205
H 4.1381 8.6194 -1.9770 0.022 0.163 0.141
H 3.5830 6.4149 -2.8274 0.301 -0.215 0.064
O 3.1789 3.0755 4.9083 -0.067 0.168 -0.194
N 2.5013 3.7548 4.1589 0.021 -0.156 0.169
O 2.4030 3.5624 2.9591 0.114 0.061 0.063
C 1.7375 4.8651 4.7478 -0.405 -0.412 -0.006
C 1.0887 5.7473 3.9067 0.296 0.346 0.291
C 0.3382 6.7419 4.5173 -0.743 0.290 -0.106
C 0.2110 6.8232 5.8936 0.574 -0.284 0.307
C 0.8949 5.9192 6.7112 -0.588 0.158 -0.165
C 1.6004 4.8896 6.1285 0.698 0.108 -0.011
H 1.2018 5.6886 2.8354 -0.193 -0.111 -0.017
H -0.2502 7.4483 3.9420 0.268 -0.108 -0.274
H -0.3989 7.5958 6.3415 0.006 0.039 -0.047
H 0.8231 5.9978 7.7875 -0.018 -0.078 0.001
H 2.1142 4.1439 6.7166 -0.047 -0.023 0.010
O 1.9316 -8.5640 -5.7015 0.040 0.045 -0.046
N 0.7367 -8.3899 -5.8289 0.112 -0.045 -0.226
O -0.0135 -9.1277 -6.4337 -0.089 -0.087 0.009
C 0.1541 -7.2054 -5.1919 0.139 -0.191 0.315
C -1.1458 -7.2838 -4.7469 -0.552 0.193 0.352
C -1.6388 -6.2201 -4.0070 0.293 -0.078 0.135
C -0.8482 -5.1053 -3.7376 -0.933 -0.276 -0.170
C 0.4354 -5.0369 -4.2452 0.471 0.287 -0.205
C 0.9605 -6.1119 -4.9450 -0.023 -0.151 -0.113
H -1.7757 -8.1480 -4.8954 0.228 -0.133 -0.250
H -2.6342 -6.2815 -3.5865 -0.044 0.000 -0.077
H -1.3466 -4.3300 -3.1690 0.558 0.339 -0.006
H 1.0670 -4.1609 -4.1501 -0.159 0.068 0.285
H 1.9800 -6.1263 -5.3027 -0.002 0.110 0.011
O 4.5474 -4.1662 2.2253 0.074 -0.033 -0.149
N 4.0514 -3.3410 2.9649 -0.278 -0.137 0.199
O 3.5366 -3.6021 4.0359 -0.035 -0.030 -0.090
C 4.1014 -1.9323 2.5670 0.156 0.062 -0.365
C 3.4152 -0.9964 3.3187 0.301 0.044 0.850
C 3.6671 0.3461 3.1173 0.081 0.225 -0.278
C 4.4793 0.7460 2.0577 -0.386 -0.060 -0.007
C 5.0609 -0.2068 1.2413 -0.402 0.065 -0.337
C 4.8912 -1.5636 1.4959 0.455 0.510 -0.215
H 2.7901 -1.3187 4.1400 0.018 -0.063 -0.053
H 3.2531 1.1056 3.7673 -0.195 -0.177 -0.063
H 4.5535 1.8002 1.8177 0.223 0.006 0.138
H 5.5724 0.0965 0.3363 0.239 -0.035 0.137
H 5.4230 -2.2335 0.8388 -0.214 -0.448 0.269
O -4.3900 1.9983 -4.1293 -0.064 -0.005 0.004
N -5.5682 1.8925 -4.4106 0.084 -0.094 -0.177
O -6.1394 2.5374 -5.2620 0.004 0.080 -0.093
C -6.3713 0.9202 -3.6500 0.169 -0.016 0.252
C -5.7921 0.3271 -2.5505 0.294 -0.180 0.557
C -6.5762 -0.4642 -1.7268 -0.177 0.101 -0.234
C -7.8889 -0.7344 -2.0885 -0.130 0.064 0.318
C -8.4563 -0.1355 -3.2063 0.218 -0.587 -0.124
C -7.6900 0.7036 -3.9942 -0.103 0.482 -0.207
H -4.7514 0.4698 -2.2953 -0.011 0.263 -0.142
H -6.1688 -0.8059 -0.7865 0.051 -0.291 -0.125
H -8.4919 -1.3925 -1.4741 -0.005 0.062 0.010
H -9.4670 -0.4040 -3.4800 -0.065 0.256 -0.042
H -8.0808 1.2486 -4.8423 -0.124 -0.174 -0.028
C -4.3770 -3.1779 -4.0029 0.229 -0.211 1.296
C -3.7954 -2.4650 -5.1183 0.196 0.131 -0.370
N -3.3624 -1.8582 -5.9938 -0.060 -0.158 0.238
H -5.4581 -3.0684 -3.9791 -0.033 -0.083 -0.115
H -3.9745 -2.7959 -3.0572 -0.113 0.521 -0.203
H -4.0850 -4.2240 -3.9101 -0.161 -0.110 -0.769
C -0.8131 3.1102 -0.8780 0.179 0.328 -0.079
C -0.6811 4.0893 0.1941 0.203 -0.124 -0.021
N -0.5436 4.8141 1.0721 0.003 0.203 0.047
H -1.5060 2.3446 -0.5390 0.011 -0.149 -0.262
H 0.1667 2.6872 -1.1028 -0.043 -0.197 0.196
H -1.1498 3.5889 -1.7964 -0.276 -0.002 0.113
C -4.5852 -2.1425 1.4434 0.424 0.547 -0.019
C -4.3467 -1.4455 2.7023 -0.200 -0.068 0.272
N -4.1701 -0.9083 3.7010 0.001 0.033 -0.058
H -5.5865 -1.9258 1.0826 -0.113 -0.178 0.090
H -4.4207 -3.2073 1.5751 -0.073 -0.064 -0.101
H -3.8756 -1.7298 0.7223 -0.039 -0.278 -0.166
```
Forces are in eV/Å.

Its total energy is -4329.3477 Eh. The highest occupied orbital energy comes out at -9.58 eV. For the max |F|, the calculation gives 1.3 eV Å⁻¹. For the LUMO energy, the calculation gives -0.8 eV.